No. 1
DFT (the ωB97M-V functional and the def2-TZVPD basis) results for a 5-piece molecular cluster, C23H37N5O3P overall at a distorted geometry.

```
! RIJCOSX wB97M-V def2-TZVPD def2/J DEFGRID3
* xyz -1 1
P -1.847 -3.195 0.252
O -0.256 -2.502 0.166
O -1.070 2.816 1.172
O -2.378 -1.708 1.033
N 8.652 -1.350 0.612
N -1.829 4.926 -3.483
N -0.504 5.136 2.753
N -3.918 -6.502 -0.763
N 3.243 -1.387 1.288
C -5.009 -5.851 -1.258
C -0.316 6.327 2.118
C -3.128 4.548 -3.668
C -4.163 -7.191 -2.852
C 7.432 -0.738 0.459
C 7.184 -2.567 1.731
C 6.497 -1.468 1.142
C -2.080 1.886 1.021
C 0.848 6.330 4.038
C 8.506 -2.469 1.386
C -0.279 -1.101 0.140
C 0.195 5.129 3.923
C 2.252 -0.924 0.293
C 0.522 7.095 2.887
C -1.335 2.244 -0.231
C -1.005 4.108 -4.205
C -1.693 -0.594 0.509
C -3.139 3.478 -4.520
C -3.396 -7.319 -1.724
C -1.787 0.500 1.588
C 0.902 -0.521 0.897
C -5.191 -6.255 -2.555
C -1.787 3.198 -4.862
H 2.688 -0.029 -0.151
H -1.432 2.417 -5.513
H -2.248 -0.231 -0.359
H -3.550 -6.380 0.162
H -3.106 2.241 1.072
H -2.274 -2.588 -1.006
H -5.970 -5.915 -3.217
H -0.879 0.625 2.170
H -1.070 4.374 2.403
H 1.487 6.626 4.854
H -3.215 -3.738 0.378
H 9.515 -1.028 0.219
H 2.141 -1.666 -0.488
H 0.063 4.244 -4.186
H 0.173 4.271 4.573
H 5.433 -1.245 1.214
H -0.790 6.529 1.173
H 7.337 0.163 -0.123
H -0.373 1.789 -0.396
H -1.526 5.686 -2.905
H -2.608 0.276 2.260
H -2.523 -7.917 -1.526
H -3.929 5.072 -3.176
H -1.572 -3.818 1.529
H 9.350 -3.094 1.621
H 3.094 -2.376 1.447
H 3.028 -0.951 2.176
H -4.002 -7.705 -3.785
H 0.820 -0.782 1.954
H 6.752 -3.345 2.339
H -4.015 2.952 -4.860
H -0.074 -0.859 -0.919
H -1.467 -4.409 -0.440
H -1.505 3.230 -0.639
H 0.818 0.565 0.854
H 0.862 8.089 2.650
H -5.557 -5.154 -0.649
*
```

Properties
Gap between HOMO and LUMO, eV: 6.38

***

No. 2
DFT (the ωB97M-V functional and the def2-TZVPD basis) results for C52H71GeN6O8P2STi as an isolated structure at a distorted geometry.

```
! RIJCOSX wB97M-V def2-TZVPD def2/J DEFGRID3
* xyz -2 2
Ge 3.099 -0.220 -1.503
Ti -0.307 -0.194 -0.064
S 3.058 2.290 -1.186
P -3.717 -0.324 -0.023
P 0.173 1.552 1.921
O -0.510 -2.000 0.055
O -0.317 0.204 2.345
O 2.787 -5.582 3.971
O 0.262 1.709 0.428
O -0.826 2.638 2.546
O 1.305 -6.962 3.379
O 1.617 -0.542 0.363
O 1.587 1.926 2.546
N 1.589 1.439 -3.239
N 2.464 3.543 -3.507
N 1.816 -5.871 3.322
N 1.447 0.243 -2.518
N -1.027 2.008 -2.422
N -2.245 0.071 -0.278
C 6.865 0.416 1.476
C -4.109 -0.699 1.813
C -0.942 4.035 2.155
C 2.681 -5.050 -1.413
C -1.724 2.915 -3.089
C -1.063 4.214 0.639
C -1.558 0.436 -4.128
C 4.504 0.585 1.012
C -6.294 1.109 -0.009
C 4.148 -0.126 -3.239
C -5.476 -1.310 2.129
C 2.301 2.369 -2.747
C 0.082 -5.177 1.717
C 5.583 0.791 1.867
C 0.057 -0.191 -2.304
C 1.233 -4.868 2.441
C 4.672 -0.013 -0.242
C 1.661 -2.886 -1.723
C 3.895 -4.419 -1.168
C 7.057 -0.145 0.219
C -4.142 2.402 -0.164
C 2.865 -2.228 -1.468
C -3.011 -1.622 2.377
C 2.014 -1.477 1.197
C 2.003 1.696 3.916
C 2.513 0.267 4.054
C 0.070 -2.936 0.796
C 5.025 0.916 -3.555
C -0.910 0.774 -2.936
C 1.836 -3.635 2.322
C 0.256 4.837 2.661
C -5.806 -2.062 -1.170
C -2.378 2.668 -4.292
C 4.612 -1.070 -5.438
C -4.303 -1.835 -1.020
C -4.911 1.117 -2.087
C -2.218 4.498 2.838
C -2.296 1.387 -4.809
C -0.485 -4.203 0.908
C 5.970 -0.356 -0.630
C -4.864 1.101 -0.551
C 5.466 -0.016 -5.737
C 3.978 -3.029 -1.188
C 3.965 -1.118 -4.205
C 1.561 -4.275 -1.685
C -3.948 0.637 2.564
C 5.673 0.978 -4.786
C -3.625 -1.763 -2.399
C 1.307 -2.657 1.464
C 3.129 2.689 4.145
C 0.875 1.923 4.926
C -3.682 -3.063 -0.335
H 3.509 0.924 1.300
H 2.738 3.710 4.183
H -1.485 5.200 0.423
H -2.573 -1.501 -2.276
H 3.645 2.468 5.083
H 8.056 -0.424 -0.104
H 2.742 -3.429 2.878
H -4.624 3.254 -0.658
H 0.275 4.880 3.753
H -2.031 -1.306 2.044
H -3.913 0.440 3.642
H -3.910 0.990 -2.503
H -1.440 -0.562 -4.534
H -6.848 1.914 -0.506
H 6.338 1.807 -5.006
H -3.153 -2.668 2.115
H 0.500 2.946 4.876
H -5.579 -2.314 1.715
H 4.447 -1.856 -6.168
H -3.683 -2.747 -2.880
H 6.142 -0.769 -1.618
H -2.379 5.563 2.653
H -1.755 3.908 -2.641
H 0.775 -2.311 -1.935
H -2.779 1.140 -5.749
H -5.568 -1.396 3.219
H 0.200 5.857 2.272
H -0.096 4.114 0.144
H -2.925 3.455 -4.799
H -2.645 -2.854 -0.083
H 5.203 1.692 -2.816
H -4.779 1.320 2.382
H 3.008 -1.372 1.621
H 3.414 0.116 3.452
H -4.221 -3.357 0.566
H -2.151 4.327 3.917
H 4.778 -5.008 -0.944
H -3.070 3.933 2.451
H -6.319 -2.102 -0.208
H -3.703 -3.915 -1.026
H 2.308 3.393 -4.492
H 3.302 -1.952 -3.987
H 3.841 2.626 3.317
H 0.044 1.243 4.723
H 5.429 1.245 2.843
H -6.292 -1.303 -1.782
H 2.608 -6.132 -1.390
H 2.750 0.059 5.100
H -5.286 2.090 -2.422
H -5.569 0.352 -2.500
H -3.009 1.122 2.290
H -0.125 -1.217 -2.640
H -6.822 0.174 -0.208
H -5.957 -3.029 -1.666
H -3.108 2.338 -0.503
H 1.183 4.380 2.307
H 1.746 -0.432 3.715
H 0.598 -4.750 -1.844
H 4.931 -2.568 -0.967
H -4.081 -1.037 -3.068
H -6.330 1.303 1.065
H 3.304 4.048 -3.286
H -4.140 2.588 0.909
H -3.017 -1.549 3.471
H -1.705 3.443 0.224
H 1.256 1.732 5.931
H -1.380 -4.432 0.347
H 7.708 0.579 2.140
H 5.966 0.028 -6.698
H -0.352 -6.162 1.806
H -6.309 -0.705 1.772
*
```

Properties
Energy above the lowest of the compared OMol25 structures with the same formula, charge and spin, kJ/mol: 140.3
Gap between HOMO and LUMO (alpha / beta), eV: 4.66 / 4.67

***

No. 3
DFT (the ωB97M-V functional and the def2-TZVPD basis) results for a single C18H22N4O2 molecule at a distorted geometry.

```
! RIJCOSX wB97M-V def2-TZVPD def2/J DEFGRID3
* xyz 0 1
O 3.278 3.677 -3.609
O 1.059 -1.503 2.390
N 2.814 -0.097 0.349
N -3.250 -1.218 0.922
N -0.609 -0.118 1.666
N -0.358 1.459 -0.069
C 0.939 1.075 -0.158
C -4.852 -2.913 0.361
C -3.648 -2.102 -0.159
C 4.344 0.994 -1.298
C -4.521 -0.778 1.477
C 4.403 1.956 -2.285
C 3.275 2.710 -2.641
C -5.484 -1.987 1.411
C -1.057 0.852 0.821
C 1.986 1.538 -1.008
C 1.493 0.078 0.656
C 4.476 3.957 -4.287
C -2.367 -1.820 1.904
C -1.528 -0.739 2.597
C 2.061 2.503 -2.004
C 0.701 -0.607 1.636
C 3.133 0.781 -0.654
C 3.717 -1.024 0.972
H 3.166 -1.589 1.722
H -1.682 -2.501 1.395
H 4.841 3.087 -4.843
H -4.398 -0.396 2.490
H -5.551 -2.480 2.381
H 4.539 -0.490 1.455
H -2.818 -2.727 -0.484
H -0.925 -1.199 3.384
H -2.906 -2.391 2.675
H 4.130 -1.711 0.230
H -6.486 -1.670 1.128
H 5.224 0.425 -1.039
H -2.172 0.031 3.026
H -3.957 -1.472 -0.998
H -4.509 -3.842 0.818
H -4.896 0.032 0.845
H -2.097 1.119 0.925
H -5.542 -3.164 -0.442
H 5.345 2.122 -2.784
H 4.236 4.754 -4.990
H 5.257 4.305 -3.603
H 1.198 3.085 -2.282
*
```

Properties
Structure (SMILES): COc1ccc2c(c1)c1ncn(CCN3CCCC3)c(=O)c1n2C
Energy above the lowest of the compared OMol25 structures with the same formula, charge and spin, kJ/mol: 150.0
Gap between HOMO and LUMO, eV: 8.01

***

Calculated E (Eh), listed in the same order as above: -1739.3188, -6962.0144, -1068.6287